{"formula": "C7H9NO2Pb", "method": "the ωB97M-V functional and the def2-TZVPD basis", "species": ["Pb", "C", "H", "H", "H", "H", "H", "O", "C", "O", "C", "C", "C", "C", "C", "N", "H", "H", "H", "H"], "positions_angstrom": [[-1.16579, 0.72385, -1.27525], [-1.69053, 1.16497, -3.54121], [-1.64595, 2.23242, -3.24052], [-0.85641, 0.75152, -4.13316], [-2.65351, 0.63739, -3.48526], [-1.96340, -1.83613, -1.84574], [-1.23162, -1.86943, -2.05085], [3.02435, 1.33606, -0.24245], [1.86873, 0.95379, -0.42722], [1.10633, 1.04372, -1.48005], [1.18089, 0.25181, 0.73713], [1.82044, 0.06396, 1.94377], [1.16604, -0.56261, 3.00046], [-0.17237, -1.02702, 2.84987], [-0.75125, -0.80399, 1.61683], [-0.10344, -0.17583, 0.59950], [2.86712, 0.46658, 1.95698], [1.69906, -0.68630, 3.93503], [-0.71787, -1.52575, 3.67601], [-1.78083, -1.13902, 1.40614]], "forces_ev_per_a": [[4.304, -1.080, 1.080], [-0.456, 0.640, 0.744], [-0.326, -0.445, -1.080], [-0.177, 0.026, 0.522], [0.254, 0.446, -0.579], [0.284, -0.018, -0.076], [-0.247, -0.029, 0.094], [-2.930, -0.833, -1.041], [2.547, 0.517, 1.436], [-2.069, 0.344, -0.815], [-1.325, -0.166, 0.092], [1.088, 0.312, -0.228], [-0.704, -0.254, -0.059], [1.192, 0.338, 0.049], [-1.124, -0.178, -0.164], [-0.138, 0.382, 0.253], [-1.049, -0.588, 0.312], [-0.135, -0.017, 0.069], [0.404, 0.364, -0.796], [0.606, 0.238, 0.186]], "total_charge": 2, "lumo_ev": [-12.54, -12.54], "multiplicity": 1}